Computed, not measured: C4H8N2 in the gas phase in a non-equilibrium geometry, with ωB97M-V with the def2-TZVPD basis set.

Properties
Orbital gap (Eh): 0.3779
ΔE to the lowest compared entry with this formula, charge and spin (kJ/mol): 82.7
SMILES: CN(C)CC#N
Highest occupied orbital energy (eV): -9.4

The geometry in XYZ format:
```
14
Properties=species:S:1:pos:R:3:forces:R:3:lowdin_charge:R:1
C -0.728583 1.419993 -0.170027 -0.088 0.154 -0.028 -0.11
N 0.063435 0.316927 0.346561 0.004 -0.037 -0.032 -0.28
C -0.754083 -0.758430 0.883108 -0.114 -0.107 0.147 -0.10
C 0.902555 -0.236193 -0.695994 0.093 -0.002 -0.142 -0.22
C 1.949598 -1.110202 -0.139132 0.690 -0.628 0.383 -0.20
N 2.747229 -1.824126 0.297360 -0.749 0.706 -0.433 0.15
H -1.363808 1.138285 -1.029971 0.062 -0.014 0.092 0.09
H -0.066415 2.235454 -0.481211 -0.103 -0.149 0.024 0.09
H -1.378794 1.802503 0.622301 0.111 -0.084 -0.114 0.09
H -0.128513 -1.438635 1.470761 -0.133 0.083 -0.089 0.09
H -1.224062 -1.342994 0.067990 -0.079 0.097 0.201 0.09
H -1.536285 -0.353442 1.528417 0.124 -0.048 -0.039 0.09
H 1.377655 0.562704 -1.273350 -0.012 -0.104 0.116 0.13
H 0.299443 -0.854094 -1.389442 0.191 0.135 -0.086 0.13
```
Positions in Å, forces in eV/Å.